{
  "formula": "C39H83FO2P",
  "method": "the ωB97M-V functional and the def2-TZVPD basis",
  "species": ["C", "C", "C", "C", "C", "C", "C", "C", "C", "C", "C", "C", "C", "C", "C", "C", "C", "C", "C", "C", "O", "P", "C", "C", "C", "C", "C", "C", "C", "F", "O", "H", "H", "H", "H", "H", "H", "H", "H", "H", "H", "H", "H", "H", "H", "H", "H", "H", "H", "H", "H", "H", "H", "H", "H", "H", "H", "H", "H", "H", "H", "H", "H", "H", "H", "H", "H", "H", "H", "H", "H", "H", "H", "H", "H", "H", "H", "H", "H", "H", "H", "H", "H", "H", "H", "H", "C", "C", "C", "C", "C", "C", "H", "H", "H", "H", "H", "H", "H", "H", "H", "H", "H", "H", "H", "H", "C", "C", "C", "C", "C", "C", "H", "H", "H", "H", "H", "H", "H", "H", "H", "H", "H", "H", "H", "H"],
  "coordinates": [[-4.1946, -0.9355, 0.3089], [-3.6867, -1.7112, -0.8662], [-2.3276, -1.3925, -1.7200], [-0.8595, -1.8714, -1.1866], [-0.7161, -2.0877, 0.4257], [0.4664, -1.1635, 1.1387], [1.7931, -2.0327, 1.5662], [2.0854, -2.0417, 3.2050], [3.2341, -0.9541, 3.6554], [2.7787, 0.0780, 4.8451], [1.2423, 0.6430, 4.7242], [1.2036, 2.2161, 5.2866], [1.3568, 2.2374, 6.9500], [-0.0975, 2.6501, 7.5840], [-0.8407, 1.2408, 8.0383], [-2.4986, 1.3090, 7.8463], [-2.9538, -0.1538, 7.1965], [-4.5357, -0.0728, 6.7079], [-4.6946, -0.2646, 5.0814], [-2.6831, -2.1401, -3.1738], [-3.7225, -1.2095, -3.7256], [-2.9244, 0.3762, -3.6936], [-1.7964, 1.8809, -4.0234], [-2.0179, 2.5699, -5.5290], [-1.3340, 1.7110, -6.7468], [-2.5354, 0.9068, -7.5213], [-4.1773, 1.2150, -2.5222], [-4.5734, 2.7570, -2.9108], [-3.9444, 3.8181, -1.7890], [-3.5546, 5.0957, -2.4778], [-2.0717, 0.0124, -2.1778], [-5.0819, -0.1433, 0.2234], [-3.7537, -1.1386, 1.3980], [-4.3202, -2.6679, -1.1690], [-0.4692, -2.8405, -1.7628], [-0.0915, -1.0137, -1.5012], [-1.6845, -1.9104, 1.0552], [-0.3800, -3.2191, 0.5903], [0.0098, -0.7427, 2.1583], [0.6925, -0.2139, 0.4826], [1.7116, -3.1493, 1.2068], [2.7406, -1.5684, 1.0304], [2.5564, -3.1177, 3.4188], [1.0989, -2.0027, 3.8497], [3.6190, -0.3884, 2.6881], [4.1792, -1.5535, 4.0637], [3.4880, 1.0334, 4.7470], [2.9888, -0.3316, 5.9450], [0.5730, -0.0594, 5.4164], [0.8946, 0.6597, 3.6059], [0.2076, 2.7432, 4.9319], [2.0907, 2.7619, 4.7408], [1.5475, 1.1065, 7.2539], [2.2224, 2.9320, 7.3220], [0.0423, 3.4015, 8.4743], [-0.8375, 3.1666, 6.8163], [-0.4829, 0.3084, 7.4003], [-0.5229, 1.0321, 9.1500], [-2.9564, 1.5001, 8.9066], [-2.7869, 2.1307, 7.0556], [-2.2940, -0.3971, 6.2373], [-2.7769, -1.0271, 7.9851], [-5.1484, -0.9060, 7.2637], [-4.9595, 1.0104, 6.9611], [-4.0452, 0.4956, 4.4442], [-4.5103, -1.3813, 4.7738], [-5.8195, -0.0246, 4.8172], [-1.7923, -2.4432, -3.8695], [-3.2966, -3.1597, -3.0841], [-3.6808, 0.7774, -4.8871], [-1.9076, -0.3458, -4.4712], [-1.7943, 2.6851, -3.1570], [-0.6802, 1.4587, -4.0552], [-1.4757, 3.6333, -5.5280], [-3.1460, 2.7264, -5.8002], [-0.4184, 1.0479, -6.4282], [-0.9017, 2.5032, -7.5275], [-2.7411, -0.1098, -6.9567], [-3.5738, 1.4807, -7.5379], [-2.2851, 0.6496, -8.6558], [-5.1833, 0.5768, -2.5975], [-3.7647, 1.2230, -1.4208], [-4.3532, 3.0673, -4.0173], [-5.7559, 2.8407, -2.7707], [-4.6717, 4.0092, -0.8839], [-2.9224, 3.3413, -1.3976], [6.1747, 5.0420, 2.0876], [5.4612, 3.7424, 2.4248], [5.7115, 2.6397, 1.3911], [5.2054, 2.9510, -0.0219], [3.7090, 3.2600, -0.1171], [2.8315, 2.0935, 0.3082], [5.8280, 5.4602, 1.1389], [5.9846, 5.7886, 2.8660], [7.2558, 4.8867, 2.0238], [4.3877, 3.9279, 2.5389], [5.8175, 3.3926, 3.4014], [5.2532, 1.7119, 1.7503], [6.7889, 2.4395, 1.3387], [5.4338, 2.0918, -0.6678], [5.7677, 3.7947, -0.4379], [3.4712, 3.5151, -1.1573], [3.4610, 4.1437, 0.4789], [3.0260, 1.2137, -0.3132], [1.7748, 2.3578, 0.2009], [2.9987, 1.8209, 1.3541], [1.5034, -7.4088, -5.5950], [1.6033, -6.2366, -6.5582], [2.5208, -5.1215, -6.0465], [2.0644, -4.4555, -4.7435], [0.6655, -3.8354, -4.7922], [0.5476, -2.7101, -5.8078], [1.0750, -7.1089, -4.6349], [0.8576, -8.1872, -6.0152], [2.4888, -7.8478, -5.4132], [0.6025, -5.8457, -6.7711], [1.9989, -6.6033, -7.5133], [2.6231, -4.3640, -6.8310], [3.5271, -5.5310, -5.8941], [2.7917, -3.6744, -4.4815], [2.1001, -5.1831, -3.9247], [0.4265, -3.4360, -3.7988], [-0.0868, -4.6017, -5.0029], [1.2561, -1.9067, -5.5822], [-0.4619, -2.2879, -5.7874], [0.7376, -3.0615, -6.8260]],
  "total_energy_ha": -2126.853338,
  "homo_lumo_gap_ev": 6.61,
  "lumo_ev": 2.195,
  "charge": -1
}

=====

{
  "formula": "C33H39BO3S",
  "method": "the ωB97M-V functional and the def2-TZVPD basis",
  "species": ["C", "C", "C", "C", "C", "C", "B", "O", "C", "C", "C", "C", "C", "C", "O", "C", "C", "C", "C", "C", "C", "C", "C", "C", "H", "H", "H", "H", "H", "H", "H", "H", "H", "H", "H", "H", "H", "H", "H", "H", "H", "H", "H", "H", "H", "H", "H", "H", "H", "H", "H", "C", "O", "C", "C", "C", "C", "C", "C", "C", "C", "C", "S", "C", "C", "H", "H", "H", "H", "H", "H", "H", "H", "H", "H", "H", "H"],
  "coordinates": [[7.0541, 1.7303, 1.6451], [5.7693, 0.9858, 1.8440], [5.7446, -0.4048, 1.6766], [4.5432, -1.1083, 1.7332], [3.3382, -0.4466, 2.0057], [2.0273, -1.1884, 2.0709], [0.8194, -0.2160, 1.8199], [-0.3918, -0.8706, 1.7327], [-1.4006, 0.1358, 1.5176], [-2.2503, -0.4137, 0.3805], [-2.2175, 0.1946, 2.8052], [-0.5583, 1.4711, 1.2138], [-0.6487, 1.9170, -0.2325], [-0.7494, 2.6376, 2.1775], [0.8294, 1.0752, 1.4102], [1.6285, -1.5786, 3.4803], [0.7252, -2.6386, 3.6994], [0.0204, -2.7313, 4.8875], [0.1602, -1.7409, 5.8761], [-0.7378, -1.6740, 7.0693], [1.1970, -0.8115, 5.7405], [1.9567, -0.7620, 4.5801], [3.4013, 0.9203, 2.3073], [4.5869, 1.6429, 2.2039], [6.9475, 2.7856, 1.9092], [7.8768, 1.3065, 2.2340], [7.3550, 1.6774, 0.5906], [6.6811, -0.9331, 1.4878], [4.5241, -2.1900, 1.5721], [2.0119, -2.0318, 1.3807], [-3.0310, 0.3025, 0.0960], [-1.6335, -0.6628, -0.4900], [-2.7373, -1.3389, 0.7108], [-3.0167, 0.9398, 2.7117], [-2.6794, -0.7849, 2.9886], [-1.5841, 0.4343, 3.6741], [-1.6527, 2.2968, -0.4532], [0.0744, 2.7208, -0.4147], [-0.4076, 1.0757, -0.8975], [-1.7603, 3.0525, 2.1097], [-0.5535, 2.3343, 3.2169], [-0.0408, 3.4385, 1.9236], [0.5711, -3.3587, 2.8976], [-0.7007, -3.5376, 5.0471], [-0.9117, -0.6276, 7.3447], [-1.7042, -2.1448, 6.8658], [-0.2922, -2.1765, 7.9373], [1.3662, -0.0983, 6.5521], [2.7696, -0.0481, 4.4997], [2.5108, 1.4463, 2.6372], [4.5850, 2.7154, 2.4008], [6.5568, -4.5138, -1.2249], [5.4580, -4.8672, -0.3555], [4.3087, -4.1488, -0.4547], [3.1280, -4.7936, 0.0007], [1.9147, -4.3046, -0.4051], [1.8460, -3.1366, -1.2024], [0.6530, -2.8017, -1.9166], [0.4349, -1.6724, -2.7048], [-0.8221, -1.6775, -3.3670], [-1.5844, -2.8047, -3.0691], [-2.9126, -3.1324, -3.6311], [-0.7864, -3.8247, -1.9448], [3.0163, -2.3587, -1.3990], [4.2481, -2.8653, -1.0552], [7.2184, -5.3811, -1.1805], [6.2227, -4.3361, -2.2592], [7.0622, -3.6168, -0.8401], [3.2131, -5.7127, 0.5757], [1.0058, -4.8508, -0.1457], [1.1828, -0.8976, -2.8156], [-1.1612, -0.8875, -4.0346], [-3.0337, -2.6246, -4.5926], [-3.0107, -4.2109, -3.7853], [-3.7127, -2.8036, -2.9562], [2.9601, -1.3819, -1.8801], [5.1576, -2.3007, -1.2829]],
  "smiles": "Cc1ccc(C(B2OC(C)(C)C(C)(C)O2)c2ccc(C)cc2)cc1.COc1ccc(-c2ccc(C)s2)cc1",
  "e_above_lowest_kcal_mol": 4.0,
  "total_energy_ha": -1929.724823,
  "homo_lumo_gap_ev": 7.75,
  "lumo_ev": 0.500,
  "charge": 0
}

=====

{
  "formula": "C7H13NOS2",
  "method": "the ωB97M-V functional and the def2-TZVPD basis",
  "species": ["C", "C", "C", "S", "N", "C", "O", "H", "H", "H", "H", "H", "H", "H", "C", "C", "S", "C", "H", "H", "H", "H", "H", "H"],
  "coordinates": [[-0.0430, -2.9997, 0.7532], [-0.2926, -1.7030, 0.5844], [-0.6814, -1.1286, -0.7277], [-0.4904, -1.9146, -2.1816], [-1.2185, 0.1047, -0.6874], [-1.5780, 0.8944, -1.8490], [-1.4109, 0.7396, 0.5307], [-0.1197, -3.6984, -0.0751], [0.2496, -3.3859, 1.7247], [-0.2176, -1.0100, 1.4152], [-2.4782, 0.4963, -2.3316], [-1.7484, 1.9150, -1.5023], [-0.7633, 0.8694, -2.5769], [-2.2945, 0.4684, 0.8260], [0.1402, 2.5656, -0.3592], [0.8986, 1.5591, 0.0654], [1.2276, 1.2178, 1.7616], [2.2877, -0.2358, 1.5971], [-0.3375, 3.2586, 0.3268], [-0.0219, 2.7223, -1.4190], [1.3652, 0.8766, -0.6401], [1.7613, -1.0619, 1.1125], [3.2027, -0.0038, 1.0445], [2.5628, -0.5461, 2.6080]],
  "smiles": "C=CC(=S)N(C)O.C=CSC",
  "e_above_lowest_kcal_mol": 76.4,
  "total_energy_ha": -1200.747179,
  "homo_lumo_gap_ev": 8.16,
  "lumo_ev": 0.061,
  "charge": 0
}

=====

{
  "formula": "C5H8O",
  "method": "the ωB97M-V functional and the def2-TZVPD basis",
  "species": ["O", "C", "C", "C", "C", "C", "H", "H", "H", "H", "H", "H", "H", "H"],
  "coordinates": [[-0.2859, -2.4889, -0.0436], [0.0681, -1.5734, 0.8211], [-0.1628, 0.2140, -0.9802], [0.7354, -0.3870, 0.1291], [0.4638, 0.8924, 0.9405], [-0.8691, 0.9866, 0.1631], [-0.0641, -2.2711, -0.9787], [-0.7085, -0.4653, -1.6484], [0.3854, 0.9292, -1.6015], [1.7769, -0.6752, -0.0930], [0.4423, 0.7815, 2.0275], [1.1350, 1.7107, 0.6588], [-1.6268, 0.3802, 0.6770], [-1.2898, 1.9664, -0.0715]],
  "e_above_lowest_kcal_mol": 83.5,
  "total_energy_ha": -270.424875,
  "homo_lumo_gap_ev": 9.21,
  "lumo_ev": 0.741,
  "charge": 0
}